9
Properties=species:S:1:pos:R:3:forces:R:3 method="wB97M-V/def2-TZVPD" de_lowest_kcal_mol=60.06 e_homo_ev=-9.3 fmax_ev_per_a=4.20 mol_weight_g_mol=141.24 e_lumo_ev=-0.99
O -1.04670 0.96728 2.05496 2.9 0.4 0.1
N -2.11680 0.49780 1.49649 -0.2 -0.7 -0.5
S -1.96087 -0.69495 0.47744 -0.2 -0.1 0.0
H -0.10295 0.61456 1.68469 -2.7 0.4 0.5
S 1.90191 0.76436 0.00370 1.3 0.2 1.0
C 0.79454 0.15913 -0.95023 2.1 -2.2 -0.8
S 0.70584 -1.22212 -1.98490 -0.3 0.2 0.0
H -0.04894 0.66851 -1.08727 -3.6 2.1 -0.5
H 1.87397 -1.75456 -1.69487 0.7 -0.3 0.2



83
Properties=species:S:1:pos:R:3:forces:R:3 method="wB97M-V/def2-TZVPD" de_lowest_kcal_mol=0.00 e_homo_ev=-11.3 fmax_ev_per_a=2.74 mol_weight_g_mol=563.53 total_charge=+1 e_lumo_ev=-4.80
C 0.37869 0.37854 5.23828 -0.3 -1.1 0.3
P -0.87533 1.74188 5.47483 0.0 1.0 1.2
C -2.40674 1.06103 6.37861 0.8 -0.3 -1.4
C -1.55182 2.37477 3.84356 -0.4 0.7 -2.4
C -2.40620 1.64685 2.92626 1.0 1.5 0.9
N -2.88082 2.23384 1.76622 0.6 0.3 1.0
Br -4.02100 1.19057 0.70343 0.2 0.5 0.1
C -2.58349 3.51679 1.39712 1.0 1.5 0.8
C -1.73485 4.35132 2.21702 -0.3 -2.4 1.2
C -1.21095 3.76182 3.45753 -1.4 -0.1 -1.0
C -0.31636 4.65822 4.35736 1.4 0.7 1.4
O 0.73907 4.30945 4.83755 -1.1 -0.5 -1.5
O -0.72464 5.96131 4.63867 -0.3 -1.2 -1.9
H 1.15266 0.59476 4.46386 -0.8 -0.1 0.5
H -0.09815 -0.63179 5.08894 0.6 0.9 -0.2
H 0.93270 0.29675 6.21670 -0.6 0.3 -0.9
H -2.13176 1.06211 7.45771 -0.4 -0.1 -0.9
H -2.60227 0.03921 5.97039 -0.3 0.7 0.7
H -3.24326 1.76713 6.13539 0.7 -0.7 0.5
H -2.72164 0.60795 3.16295 0.2 0.9 -0.5
H -3.01270 3.96641 0.46523 0.2 -1.0 0.8
H -1.50569 5.40503 1.92887 -0.3 -1.2 0.2
H 0.08009 6.50134 4.48961 -0.4 -0.2 0.7
C -1.72889 5.03640 -2.82377 0.1 0.1 0.2
C -1.99126 3.55804 -2.58167 -0.2 0.3 -0.7
C -1.73033 2.73740 -3.83417 0.1 -0.3 0.1
O -3.34883 3.37550 -2.16543 0.0 -0.1 0.5
H -2.38953 5.42583 -3.60338 0.1 -0.1 -0.1
H -1.93008 5.61615 -1.91928 0.1 0.0 0.0
H -0.69441 5.20946 -3.12575 -0.1 0.0 0.0
H -1.35344 3.19983 -1.76859 -0.2 -0.1 0.1
H -2.39122 3.04971 -4.64790 0.1 0.1 0.0
H -1.93251 1.68014 -3.64915 0.1 0.0 0.0
H -0.69585 2.84204 -4.16628 -0.1 0.0 0.0
H -3.92235 3.68815 -2.87621 0.1 0.0 0.1
C 3.79565 2.58217 2.11715 -0.1 -0.2 -0.2
C 4.06696 4.06713 1.93177 -0.1 -0.2 0.7
C 4.95520 4.60894 3.04028 0.1 0.2 -0.1
O 2.82921 4.77974 1.92125 -0.3 0.2 -0.2
H 3.27608 2.39757 3.06303 0.1 0.1 0.1
H 3.14813 2.20832 1.32036 0.1 0.0 0.0
H 4.72368 2.00709 2.11147 -0.1 0.0 0.0
H 4.54371 4.23537 0.96401 -0.2 0.1 0.0
H 4.47444 4.49104 4.01629 0.0 -0.1 0.0
H 5.13304 5.67713 2.90104 0.0 -0.1 -0.1
H 5.91797 4.09461 3.06197 0.0 0.0 0.0
H 2.39258 4.63998 2.77305 0.3 -0.1 -0.1
C -3.85555 -4.04756 0.67420 -0.2 -0.1 0.1
C -2.87257 -3.17328 1.43674 0.2 -0.3 -0.7
C -2.34503 -2.04499 0.56336 0.1 0.2 0.1
O -1.78264 -3.96833 1.89458 0.0 0.2 0.3
H -3.37278 -4.51096 -0.19096 0.0 0.2 0.0
H -4.21775 -4.85884 1.30855 0.0 0.1 0.0
H -4.71309 -3.46751 0.32512 0.0 -0.1 0.0
H -3.36148 -2.75637 2.32172 0.1 -0.1 0.1
H -1.81208 -2.44141 -0.30564 -0.2 0.0 0.0
H -1.63111 -1.42963 1.12001 -0.1 0.0 0.0
H -3.15693 -1.40494 0.21109 0.1 -0.2 -0.1
H -1.34290 -4.34286 1.12100 -0.1 0.0 0.1
C -0.27874 -1.92365 -3.62302 0.1 0.2 0.2
C -0.53190 -3.40131 -3.36519 -0.2 0.2 -0.7
C -0.26831 -4.23152 -4.60880 0.1 -0.2 -0.1
O -1.88603 -3.58595 -2.94489 0.0 0.0 0.4
H -0.94375 -1.54592 -4.40596 0.1 -0.1 -0.1
H -0.48188 -1.33662 -2.72325 0.1 0.0 0.0
H 0.75463 -1.74795 -3.92898 0.0 0.0 0.0
H 0.10873 -3.74720 -2.55105 -0.2 -0.1 0.0
H -0.93280 -3.93242 -5.42609 0.0 0.1 0.1
H -0.46363 -5.28766 -4.41299 0.1 0.1 0.1
H 0.76464 -4.12373 -4.94193 0.0 0.0 0.0
H -2.46184 -3.28377 -3.65772 0.1 -0.1 0.0
C 3.93358 -7.04318 -3.33308 -0.2 -0.2 0.0
C 3.55083 -5.92927 -4.29467 0.6 0.1 0.4
C 4.78169 -5.28599 -4.91397 0.0 0.1 -0.2
O 2.79367 -4.93757 -3.59853 -0.3 0.1 -0.1
H 4.53949 -6.65436 -2.50898 0.1 0.0 -0.1
H 3.04140 -7.48886 -2.88819 0.0 0.0 -0.1
H 4.49897 -7.82681 -3.84129 0.0 0.0 0.1
H 2.90962 -6.32925 -5.08327 -0.1 0.2 0.1
H 5.41605 -4.83828 -4.14285 0.0 -0.1 0.0
H 4.49289 -4.48152 -5.59375 0.0 -0.1 0.0
H 5.37238 -6.01717 -5.46930 0.0 0.0 0.0
H 3.35069 -4.57640 -2.89820 0.0 -0.1 -0.1



40
Properties=species:S:1:pos:R:3:forces:R:3 method="wB97M-V/def2-TZVPD" de_lowest_kcal_mol=6.36 e_homo_ev=-8.7 fmax_ev_per_a=4.47 mol_weight_g_mol=386.34 e_lumo_ev=0.05
N -2.12295 0.22822 4.98635 0.8 -1.0 -0.8
C -2.10951 0.81974 3.75608 -0.4 -0.5 1.3
S -2.54900 2.41142 3.83228 -0.1 1.0 -0.6
C -1.79673 0.01717 2.54758 0.1 0.3 1.0
N -1.43788 -1.32156 2.56812 -0.4 0.4 -0.9
C -1.25688 -1.64486 1.30446 0.3 0.7 1.2
N -1.37740 -0.54147 0.45556 0.2 -1.1 0.0
C -1.02294 -0.58409 -0.99031 0.1 -0.3 -0.1
O -0.39823 -1.87525 -1.30381 -0.7 2.0 0.6
C 0.89820 -1.62930 -1.84902 0.8 -0.6 -0.4
C 1.79313 -2.84683 -1.45560 0.8 0.7 -1.1
O 2.26191 -2.74880 -0.09148 0.6 0.3 0.5
C 3.55205 -2.36340 0.17707 1.3 -0.2 -1.9
O 4.42245 -2.16385 -0.64538 -1.5 -0.2 0.3
C 1.32480 -0.27854 -1.26689 -0.3 -0.3 -0.4
O 2.44231 0.32677 -1.98666 -1.1 0.6 1.1
C 2.99215 1.37271 -1.29633 0.5 -0.6 4.4
O 3.09088 1.43447 -0.05205 -0.8 -0.5 -3.9
C 0.00390 0.52561 -1.34559 0.0 -1.1 -0.4
O -0.31801 0.99325 -2.69079 0.5 1.2 0.6
C -0.12105 2.33127 -2.91593 1.1 1.3 1.9
O 0.42772 3.13568 -2.17031 -0.7 -2.1 -0.6
C -1.77751 0.50052 1.25813 -0.4 0.8 -0.2
N -2.12091 1.81856 0.90920 -0.2 1.3 -1.1
C -2.73071 2.33135 -0.21851 -0.2 -2.9 -2.2
O -2.93584 1.63921 -1.22743 0.4 0.6 1.2
H -2.20015 0.82158 5.82076 0.0 -0.5 -0.9
H -1.72121 -0.70367 5.05911 -0.2 0.2 0.1
H -1.01413 -2.65671 1.01708 0.1 0.3 -0.5
H -1.94837 -0.44539 -1.54174 0.2 -0.1 -0.2
H 0.81529 -1.52025 -2.95793 0.2 -0.4 0.6
H 2.64069 -2.92631 -2.17914 -0.4 0.3 0.8
H 1.22122 -3.77645 -1.56190 0.0 0.3 0.4
H 3.88286 -2.30024 1.21554 -1.2 -0.1 0.4
H 1.50629 -0.47364 -0.20024 0.4 0.5 -0.3
H 3.41222 2.17045 -1.88059 0.1 0.0 -0.9
H 0.00692 1.29294 -0.59571 -0.2 0.8 -0.1
H -0.49077 2.76648 -3.83360 -0.5 -1.0 -0.7
H -2.14460 2.50479 1.66656 0.2 -0.6 0.6
H -3.10018 3.35838 -0.31691 0.5 0.2 1.2



14
Properties=species:S:1:pos:R:3:forces:R:3 method="wB97M-V/def2-TZVPD" de_lowest_kcal_mol=86.72 e_homo_ev=-7.5 fmax_ev_per_a=0.53 mol_weight_g_mol=97.12 e_lumo_ev=0.58
C -1.76294 0.12236 0.47952 -0.2 0.0 0.1
N -0.35014 -0.11068 0.22506 0.2 -0.2 0.0
C 0.21214 -1.25142 -0.06701 -0.1 0.3 0.0
C 1.56500 -0.91669 -0.56932 0.0 -0.3 0.0
C 1.83178 0.54660 -0.32942 -0.5 -0.1 0.0
C 0.61474 0.93457 0.10567 0.1 -0.1 -0.1
O 0.10548 2.16163 0.44393 0.2 0.0 0.0
H -2.14956 0.79575 -0.28954 0.1 -0.1 0.1
H -1.88860 0.59850 1.45242 0.0 -0.1 -0.1
H -2.29926 -0.82731 0.44632 0.1 0.1 0.0
H -0.33326 -2.18687 -0.08569 0.0 0.1 0.0
H 2.36493 -1.65139 -0.44966 -0.2 0.1 0.1
H 1.24738 -0.97982 -1.63386 0.4 0.1 -0.2
H 0.84230 2.76476 0.27158 -0.1 0.0 0.0



53
Properties=species:S:1:pos:R:3:forces:R:3 method="wB97M-V/def2-TZVPD" s2=6.10 e_homo_ev="-21.5 / -21.5" fmax_ev_per_a=6.53 spin_multiplicity=5 mol_weight_g_mol=439.25 total_charge=+4 e_lumo_ev="-15.68 / -14.47"
Y -0.70311 -4.02267 0.34345 -4.6 1.0 -0.3
Cr -2.26326 -0.22674 -0.54029 2.5 -0.5 -0.1
C 1.11967 0.44978 1.81536 0.6 -0.3 -0.7
C 0.74062 1.90345 1.47804 0.1 2.1 1.9
C 1.95413 2.79013 1.71434 0.9 1.1 -0.1
C 3.12091 2.54993 0.82454 0.2 -1.5 -0.3
C 2.72912 2.75249 -0.63202 0.1 0.2 0.8
C 1.38546 2.01629 -1.01116 1.1 1.7 -2.2
N 0.32004 2.14312 0.08090 -2.5 -6.0 -0.7
O -0.92519 1.46868 -0.20279 2.5 1.7 0.3
C 1.74414 0.52154 -1.39765 -1.7 0.1 -0.2
C 0.78502 2.79518 -2.24314 -0.5 -0.5 0.0
C -0.27503 2.49414 2.50198 -0.9 -0.9 0.1
H 0.41620 -0.31022 1.47531 -0.7 0.1 0.6
H 1.43930 0.44747 2.85743 -0.8 -0.2 0.2
H 2.03779 0.08460 1.35515 0.2 0.6 -0.3
H 2.29875 2.72333 2.74627 -0.5 0.0 0.1
H 1.67329 3.82272 1.50702 -0.3 0.2 0.5
H 3.40446 1.50048 0.90428 0.2 -0.3 0.1
H 4.02896 3.02557 1.19507 -0.2 0.6 -0.5
H 3.57372 2.33291 -1.17855 -0.5 0.0 -0.7
H 2.65262 3.80325 -0.91157 -0.1 0.0 0.2
H 2.40661 0.35211 -2.24649 1.0 1.1 0.5
H 0.89116 0.11948 -1.94435 -0.9 -0.4 0.6
H 2.01344 -0.11460 -0.55451 0.0 0.2 -0.2
H 1.27970 2.59870 -3.19434 0.3 -0.4 0.2
H 0.79850 3.88260 -2.16936 0.2 -0.1 0.6
H -0.26708 2.54401 -2.37765 -0.1 -0.2 0.0
H -0.40378 3.57644 2.51453 0.2 0.0 -0.7
H 0.02192 2.29264 3.53121 0.5 -0.3 -0.2
H -1.25986 2.03508 2.41569 -0.2 0.1 -0.2
O -2.97131 -4.00581 -0.04475 1.4 0.3 0.7
H -3.84868 -4.27435 0.29088 0.8 -0.4 -0.1
O -1.04322 -1.82246 -0.32270 0.6 -0.2 0.0
H -0.25606 -1.89620 -0.89669 -0.5 1.0 -0.1
O -1.80494 -0.13430 -2.60651 -0.2 0.0 1.1
H -2.34579 -0.19967 -3.39356 -0.8 0.1 -0.4
H -0.90641 -0.22090 -2.92492 0.6 0.2 0.0
O -1.00640 -4.46072 -1.92315 1.1 0.0 0.6
H -0.43577 -5.09332 -2.35952 0.3 -0.6 -0.6
H -1.70975 -4.29841 -2.55180 -0.9 0.1 -0.1
O -2.63937 -0.46053 1.49372 -0.4 0.2 -1.0
H -3.50920 -0.79844 1.70690 -0.8 -0.2 0.0
H -2.20353 -0.36818 2.34091 0.5 0.8 0.1
O -1.62831 -2.91314 2.30255 0.7 -0.4 -0.4
H -1.32740 -2.17827 2.83703 0.5 0.1 0.3
H -2.28610 -3.34992 2.84363 -0.5 -0.5 0.3
O 1.31228 -3.37685 -0.61449 -0.3 -0.1 0.2
H 1.57512 -3.65156 -1.49293 0.3 -0.3 -0.7
H 2.06545 -2.89002 -0.27987 0.7 0.3 0.4
O -3.72200 -1.65464 -0.97362 0.1 2.2 -0.2
H -3.57219 -2.49628 -0.54299 1.0 -2.2 0.9
H -4.47462 -1.80795 -1.54485 -0.6 0.5 -0.5



84
Properties=species:S:1:pos:R:3:forces:R:3 method="wB97M-V/def2-TZVPD" de_lowest_kcal_mol=27.24 e_homo_ev=-1.1 fmax_ev_per_a=1.02 mol_weight_g_mol=775.74 total_charge=-2 e_lumo_ev=4.41
Ag -0.10188 -0.47688 0.37234 -0.1 0.6 0.0
C 4.66621 -1.65348 5.09374 0.1 -0.1 0.0
Si 3.76682 -0.04551 4.68116 0.3 0.0 0.2
C 4.89341 1.39515 5.16371 0.1 0.1 0.0
C 2.33323 0.05534 5.87654 -0.3 0.0 -0.2
C 3.60911 0.02819 2.81861 -0.4 0.0 0.0
C 4.77723 -0.01081 2.07866 0.0 0.0 0.0
C 4.75252 0.06534 0.68751 0.1 0.0 -0.1
C 3.51622 0.23907 0.09287 -0.2 0.0 0.1
N 2.36667 0.27422 0.75842 0.4 -0.1 0.2
C 2.36819 0.09578 2.10471 0.2 0.0 0.0
S 0.84306 -0.06384 2.88548 0.1 0.0 0.0
H 4.89225 -1.72412 6.16370 0.0 0.0 -0.1
H 5.60390 -1.75395 4.53800 -0.1 0.0 0.0
H 4.02915 -2.50174 4.82338 0.0 0.0 0.0
H 5.14221 1.37163 6.23067 0.0 0.0 -0.1
H 4.37588 2.33774 4.95398 0.0 0.0 0.0
H 5.82910 1.39679 4.59510 -0.1 0.0 0.0
H 2.71741 0.06331 6.90392 0.1 0.0 -0.1
H 1.65539 -0.78939 5.74650 0.0 0.0 0.0
H 1.74599 0.96014 5.70199 0.0 -0.1 0.0
H 5.73777 -0.10484 2.58342 0.0 0.0 0.0
H 5.65429 0.01148 0.09048 0.0 0.0 0.0
H 3.43276 0.36665 -0.98486 0.0 0.0 0.0
O -4.22865 0.56900 -0.57579 0.0 0.1 0.1
C -3.25550 1.07286 0.01378 0.3 0.1 -0.1
O -2.35671 0.52996 0.69891 -0.7 -0.2 0.2
C -3.07767 2.59627 -0.09954 0.2 0.0 0.0
C -4.21409 3.39943 -0.17221 0.0 0.1 0.0
C -4.11208 4.78043 -0.17748 0.0 0.0 0.0
C -2.85521 5.37504 -0.15110 0.0 0.0 0.0
C -1.71936 4.58226 -0.11392 0.0 -0.1 -0.1
C -1.80673 3.18684 -0.07048 -0.1 0.0 0.0
P -0.25234 2.15013 -0.00857 0.1 0.5 -0.2
C 0.53913 2.81287 -1.55806 0.0 -0.1 0.0
C 0.36464 1.99293 -2.67620 0.0 0.0 0.1
C 0.89718 2.33522 -3.91214 0.0 0.0 0.0
C 1.63158 3.50525 -4.05213 0.0 0.0 0.1
C 1.81457 4.33197 -2.95046 0.0 0.0 0.0
C 1.26761 3.99196 -1.71876 0.0 0.0 0.0
C 0.63628 3.07237 1.31377 0.0 -0.1 0.1
C -0.06574 3.41425 2.47202 0.0 0.0 0.0
C 0.58140 3.97249 3.56322 0.0 0.0 0.0
C 1.95291 4.19082 3.52560 0.0 0.0 0.0
C 2.66830 3.83038 2.39237 0.0 0.0 0.0
C 2.01610 3.27007 1.30045 0.0 0.0 0.0
H -5.17647 2.90364 -0.20476 0.0 0.0 0.0
H -5.00352 5.39891 -0.20098 0.0 0.0 0.0
H -2.75913 6.45612 -0.16047 0.0 0.0 0.0
H -0.74586 5.05871 -0.10724 0.0 0.0 0.0
H -0.18339 1.06157 -2.55906 0.0 0.0 0.0
H 0.75276 1.67757 -4.76150 0.0 0.0 0.0
H 2.06779 3.76759 -5.00931 0.0 0.0 0.0
H 2.39103 5.24578 -3.04845 0.0 0.0 0.0
H 1.42529 4.65217 -0.87417 0.0 0.0 0.0
H -1.13004 3.21466 2.51962 0.0 0.0 0.0
H 0.01916 4.21731 4.45674 0.0 0.0 0.0
H 2.46232 4.62087 4.38073 0.0 0.0 0.0
H 3.74346 3.96632 2.36312 0.0 0.0 0.0
H 2.59626 2.96124 0.44072 0.0 0.0 0.0
N 0.30234 -2.34083 -0.47276 0.0 -1.0 0.2
C -0.33872 -3.16580 -1.15913 0.0 0.4 -0.4
C -1.27512 -2.69366 -2.26248 0.0 0.1 0.0
C -2.21800 -1.69656 -1.99677 0.0 -0.2 0.0
C -2.90110 -1.07101 -3.02849 -0.1 0.1 -0.1
C -2.64270 -1.41755 -4.35327 0.1 -0.1 0.1
C -1.72608 -2.42472 -4.62907 0.0 0.0 0.0
C -1.06280 -3.06907 -3.58905 0.0 0.0 0.0
C -0.14600 -4.66352 -1.01739 0.0 0.0 -0.1
C -1.11620 -5.58233 -1.41252 0.0 -0.1 0.0
C -0.93900 -6.94743 -1.20064 0.0 0.1 0.0
C 0.22319 -7.41655 -0.60700 0.0 0.0 0.0
C 1.19935 -6.50483 -0.20754 0.0 0.0 0.0
C 1.01030 -5.14587 -0.40322 0.0 -0.1 0.0
H -2.41089 -1.40748 -0.96863 0.0 0.1 -0.1
H -3.63129 -0.30558 -2.78931 0.1 0.0 0.1
H -3.14482 -0.89934 -5.16272 0.0 0.0 0.0
H -1.52385 -2.70599 -5.65820 0.0 0.0 0.0
H -0.34169 -3.85068 -3.80765 0.0 0.0 0.0
H -2.02250 -5.21909 -1.88400 0.0 0.0 0.0
H -1.71683 -7.64521 -1.49385 0.0 0.0 0.0
H 0.37124 -8.48120 -0.46011 0.0 0.0 0.0
H 2.10709 -6.86061 0.26895 0.0 0.0 0.0
H 1.73712 -4.40824 -0.08135 0.0 0.0 0.0



17
Properties=species:S:1:pos:R:3:forces:R:3 method="wB97M-V/def2-TZVPD" de_lowest_kcal_mol=29.62 e_homo_ev=-8.2 fmax_ev_per_a=4.62 mol_weight_g_mol=169.27 e_lumo_ev=0.25
S -3.86409 1.46924 0.16483 0.8 0.0 -0.3
C -2.27057 1.03829 -0.05519 -0.3 -3.6 1.4
N -1.21402 1.83413 0.00743 0.4 -0.4 -0.6
C 0.18967 1.47649 -0.43716 -2.3 1.0 3.8
C 0.53211 0.22849 0.33764 3.8 -1.8 0.0
C -0.48458 -0.82041 0.13011 -1.6 -0.3 -0.5
C -0.27227 -2.22675 0.08040 -2.8 1.6 0.9
C -1.46801 -2.88606 0.12511 -0.9 -1.6 -1.1
S -2.81623 -1.84530 -0.17357 0.1 -0.4 0.8
C -1.82564 -0.49768 0.01658 0.6 3.3 -1.1
H -1.43621 2.75868 0.27738 0.0 1.1 0.0
H 0.66923 2.39439 -0.18344 1.2 0.2 0.5
H 0.12834 1.51530 -1.45202 0.3 -1.1 -3.1
H 0.64792 0.33791 1.46631 -0.1 0.6 -1.4
H 1.58954 -0.28850 0.01287 -2.3 1.6 0.6
H 0.67320 -2.59241 0.11581 2.5 -1.5 0.2
H -1.73181 -3.98051 0.15667 0.8 1.3 -0.1